Entry 1:
This record from OMol25 describes 10 unconnected molecules or ions with the total composition C37H43Cl6F5O2S2 in a non-equilibrium geometry. The level of theory is ωB97M-V/def2-TZVPD.

Results
**E_HOMO**: -8.9 eV
**Kohn-Sham gap**: 9.211 eV
**E_LUMO**: 0.3 eV
**Relative energy (zero: lowest compared OMol25 entry of this formula, charge and spin)**: 114.3 kJ/mol

Positions of all 95 atoms, in Å:
F -1.34923 -2.88236 -2.23489
C -2.44753 -3.48435 -1.85100
C -2.34134 -4.59770 -1.08080
C -3.44070 -5.29608 -0.66819
C -4.66778 -4.92615 -1.18750
C -4.78943 -3.88784 -2.05635
C -3.64923 -3.09338 -2.31972
H -1.40460 -4.93007 -0.65837
H -3.23061 -6.14586 -0.03563
H -5.53613 -5.50835 -0.91659
H -5.75735 -3.56959 -2.41446
H -3.65594 -2.36428 -3.11645
F -0.72470 -1.34387 6.57786
C -0.40062 -1.68011 5.32605
C 0.02149 -0.71851 4.47719
C 0.27215 -1.02405 3.17041
C 0.07737 -2.35126 2.73264
C -0.35238 -3.29413 3.64159
C -0.68648 -2.95127 4.91518
H 0.05278 0.29072 4.86043
H 0.52747 -0.23881 2.47427
H 0.13964 -2.75917 1.73458
H -0.57239 -4.29064 3.28808
H -1.08079 -3.65019 5.63796
F -4.40644 -0.70438 4.40940
C -4.15337 -0.52585 3.08242
C -3.49235 -1.50065 2.32409
C -3.21260 -1.24079 0.97625
C -3.55467 -0.02905 0.44851
C -4.41217 0.79060 1.12267
C -4.74204 0.54366 2.47757
H -3.12767 -2.41286 2.77272
H -2.88934 -2.07781 0.37517
H -3.37257 0.18331 -0.59463
H -4.69511 1.71387 0.63904
H -5.24253 1.28138 3.08723
F 2.16276 1.73072 3.16867
C 2.04974 2.10202 4.46699
C 1.01667 2.95315 4.86763
C 0.74275 3.12838 6.22233
C 1.53129 2.51869 7.19383
C 2.62188 1.69906 6.80280
C 2.89847 1.51730 5.42470
H 0.58000 3.47597 4.02954
H -0.08357 3.76130 6.51043
H 1.35639 2.70677 8.24285
H 3.19774 1.15805 7.53908
H 3.67976 0.83872 5.11564
F 4.50322 -2.38785 -2.74026
C 3.89889 -1.81195 -3.77862
C 4.67034 -1.57484 -4.91962
C 4.07888 -0.99455 -6.05686
C 2.71583 -0.64240 -5.91984
C 1.95457 -0.90971 -4.77654
C 2.58671 -1.46389 -3.66120
H 5.71520 -1.82584 -5.02766
H 4.59133 -0.73917 -6.97260
H 2.15708 -0.14679 -6.69995
H 0.90944 -0.63897 -4.80476
H 2.02758 -1.70592 -2.76946
C 1.46259 3.13271 -3.51419
S 1.33920 2.60620 -5.23262
O 0.30522 3.45989 -5.92904
C 2.98237 3.01612 -6.00692
H 0.50834 2.95084 -3.01978
H 1.72753 4.18987 -3.53222
H 2.28909 2.60129 -3.04241
H 2.89570 2.87760 -7.08460
H 3.77754 2.40173 -5.58464
H 3.21108 4.07985 -5.94150
C 1.62984 1.88440 -0.06851
S 1.61923 0.18611 -0.77336
O 2.03965 -0.77292 0.34353
C -0.25702 0.01493 -0.68697
H 1.23368 1.80356 0.94373
H 1.12565 2.71016 -0.57052
H 2.66860 2.16492 0.10585
H -0.63938 -0.92065 -1.09513
H -0.67673 0.76174 -1.36093
H -0.66177 0.19694 0.30860
C 4.67358 -0.43395 1.69337
Cl 5.79811 -1.66367 1.00545
Cl 5.65922 0.51253 2.87422
H 4.13093 0.14949 0.94958
H 3.90008 -0.96830 2.24499
C -2.61720 2.05222 -5.02349
Cl -2.60953 1.72102 -3.26504
Cl -4.06791 2.63213 -5.80984
H -1.87768 2.84169 -5.15744
H -2.31564 1.19829 -5.63009
C -1.90301 3.71444 0.93400
Cl -0.43209 4.62318 0.56398
Cl -1.47360 2.55099 2.22661
H -2.58916 4.50760 1.23098
H -2.12233 3.14494 0.03086

Entry 2:
This record from OMol25 describes 4 unconnected molecules or ions with the total composition C37H43FN3O13SSi. The level of theory is ωB97M-V/def2-TZVPD.

Results
**Total charge**: +1
**E_HOMO**: -10.9 eV
**Kohn-Sham gap**: 7.540 eV
**E_LUMO**: -3.4 eV

Positions of all 99 atoms, in Å:
C -1.66871 5.81566 -0.99129
C -1.00876 4.55667 -1.46706
C -0.11100 4.55253 -2.53086
C 0.46298 3.36528 -2.97566
C 0.16097 2.15073 -2.34718
C 0.81367 0.89094 -2.87323
C 0.02058 -0.34405 -2.69759
N -0.96384 -0.73528 -3.51469
C -1.47381 0.01724 -4.64337
C -2.96637 0.34974 -4.47793
O -3.24138 0.62234 -3.12819
Si -4.86030 0.62129 -2.64598
C -5.75638 -0.94703 -3.09379
C -5.68214 2.12373 -3.40187
C -4.87356 0.77558 -0.78102
C -1.45268 -1.94292 -3.08229
N -2.45598 -2.62181 -3.72272
C -0.75872 -2.27225 -1.95239
S -0.96896 -3.76072 -1.07912
N 0.14352 -1.23990 -1.71969
C 1.10987 -1.19061 -0.62479
C 0.52587 -0.83476 0.74852
C 0.32920 -1.99272 1.71479
F 1.46381 0.03257 1.29946
C -0.72325 2.14963 -1.27454
C -1.30197 3.33326 -0.84162
H -1.19994 6.69043 -1.42164
H -1.62430 5.87199 0.08862
H -2.71717 5.80265 -1.27027
H 0.13980 5.48147 -3.01569
H 1.14617 3.40404 -3.80862
H 1.02755 1.05224 -3.92104
H 1.77879 0.72529 -2.40527
H -0.93156 0.94841 -4.71112
H -1.29038 -0.51156 -5.57341
H -3.17805 1.20634 -5.11229
H -3.56540 -0.47727 -4.85875
H -5.31692 -1.82909 -2.64724
H -5.90261 -1.10134 -4.15646
H -6.75441 -0.85216 -2.66918
H -5.73075 2.03819 -4.48218
H -6.67911 2.22079 -2.99007
H -5.10925 3.00239 -3.12791
H -5.85137 1.17105 -0.51809
H -4.82099 -0.20525 -0.32113
H -4.09627 1.42466 -0.40218
H -2.51509 -3.56927 -3.37133
H -2.34567 -2.63901 -4.72834
H -2.04252 -3.42257 -0.34956
H 1.58597 -2.16056 -0.55513
H 1.87206 -0.46041 -0.84610
H -0.39262 -0.26910 0.64786
H 0.62420 -2.94234 1.29566
H 0.95457 -1.80812 2.57895
H -0.68896 -2.03405 2.07755
H -0.96273 1.21564 -0.80045
H -1.99674 3.29773 -0.02358
C 6.66162 -3.89735 0.93864
C 5.33642 -4.03784 1.04670
C 4.38577 -3.34991 0.10988
O 3.19020 -3.54452 0.27706
C 4.93129 -2.50044 -0.92677
C 6.26167 -2.35621 -1.03740
C 7.21966 -3.06082 -0.10816
O 8.40489 -2.88216 -0.29235
O 6.83721 -1.60054 -1.95290
O 4.76739 -4.78933 1.98471
H 7.35027 -4.39078 1.61012
H 4.24079 -2.00185 -1.59213
H 7.80189 -1.67774 -1.80997
H 3.80437 -4.72244 1.84727
C -5.30011 3.53134 3.29242
C -6.44068 4.03171 3.79307
C -7.46575 4.71172 2.91991
O -8.47501 5.11677 3.45868
C -7.18867 4.84014 1.49833
C -6.04844 4.34266 1.00591
C -5.03621 3.64830 1.87611
O -4.03761 3.21404 1.32269
O -5.71170 4.40779 -0.27855
O -6.76160 3.97086 5.07196
H -4.56078 3.04071 3.90934
H -7.92275 5.33851 0.88122
H -4.84435 3.96573 -0.34906
H -7.63447 4.40176 5.16129
C 6.82312 -3.83122 4.61773
C 7.09479 -4.73189 5.57265
C 8.00483 -4.41226 6.73142
O 8.17803 -5.28707 7.55724
C 8.61542 -3.09616 6.78949
C 8.34506 -2.19972 5.83069
C 7.41769 -2.51202 4.68651
O 7.21657 -1.63147 3.86795
O 8.85920 -0.97827 5.80626
O 6.59807 -5.95816 5.58634
H 6.17274 -4.04567 3.78259
H 9.27738 -2.88127 7.61619
H 8.49666 -0.54295 5.01163
H 6.95616 -6.38828 6.38780

Entry 3:
This record from OMol25 describes a molecular structure, C37H43GdN4O5PS. The level of theory is ωB97M-V/def2-TZVPD.

Results
**Total charge**: +1
**E_HOMO (spin up / spin down)**: -11.0 / -10.7 eV
**Kohn-Sham gap (spin up / spin down)**: 8.275 / 7.326 eV
**E_LUMO (spin up / spin down)**: -2.7 / -3.4 eV
**Multiplicity**: 8
**<S²>**: 16.1041
**Relative energy (zero: lowest compared OMol25 entry of this formula, charge and spin)**: 40.5 kJ/mol

Positions of all 92 atoms, in Å:
Gd -0.60226 -0.51863 0.64896
O -0.61815 -0.97674 2.98964
C -0.26434 -1.92188 3.69555
C 0.16717 -3.20636 3.25160
C 0.50738 -4.16634 4.22195
C 0.85703 -5.42022 3.83548
C 0.86002 -5.79756 2.48491
C 0.53987 -4.87752 1.52497
C 0.22313 -3.54088 1.86669
O 0.01320 -2.65592 0.95794
N 1.22920 -6.40480 4.85692
O 1.17469 -6.06116 6.02066
O 1.56213 -7.50715 4.47152
H -0.30061 -1.77671 4.78685
H 0.48929 -3.92154 5.27686
H 1.11597 -6.81617 2.22925
H 0.52558 -5.14146 0.47655
C 2.77788 -2.04304 -2.58788
C 2.39710 -2.60875 -1.22167
C 2.95076 -4.02088 -1.04139
C 2.84918 -1.70945 -0.06047
C 4.36415 -1.48566 -0.00511
O 4.52435 -0.13928 -0.48940
C 3.30136 0.41344 -0.52199
N 2.30865 -0.33616 -0.21830
C 3.29683 1.82191 -0.97700
C 4.49985 2.34195 -1.45185
C 4.57412 3.63940 -1.93060
C 3.44054 4.43234 -1.93828
C 2.23916 3.92896 -1.46086
C 2.14964 2.63084 -0.97255
P 0.60826 2.03910 -0.18532
C -0.62660 3.29605 -0.65998
C -1.30750 4.14553 0.20396
C -2.29610 4.99192 -0.28129
C -2.61414 4.99891 -1.63008
C -1.95176 4.14090 -2.49940
C -0.97391 3.28926 -2.01423
C 1.10066 2.38781 1.55230
C 1.31007 3.68988 2.00917
C 1.68308 3.92507 3.32133
C 1.86428 2.86153 4.19691
C 1.69876 1.56293 3.74741
C 1.33180 1.32875 2.42990
H 2.40028 -2.69327 -3.37745
H 3.86196 -1.98153 -2.71117
H 2.36087 -1.04734 -2.74649
H 1.30571 -2.66530 -1.16140
H 4.01979 -4.06183 -1.25987
H 2.45788 -4.71421 -1.72314
H 2.80092 -4.38404 -0.02346
H 2.48254 -2.13976 0.87280
H 4.93147 -2.14473 -0.65741
H 4.77397 -1.53699 1.00346
H 5.37962 1.71665 -1.44780
H 5.51556 4.02552 -2.29626
H 3.48575 5.44760 -2.30940
H 1.36325 4.56328 -1.46677
H -1.08392 4.14542 1.26142
H -2.81874 5.64866 0.40138
H -3.37314 5.67189 -2.00592
H -2.19622 4.13773 -3.55367
H -0.45949 2.61914 -2.69649
H 1.19378 4.52505 1.33017
H 1.83630 4.94015 3.66264
H 2.14963 3.04745 5.22344
H 1.86469 0.72896 4.41706
H 1.28050 0.29820 2.08989
C -2.78504 -1.67432 -4.24650
C -2.47054 -0.51105 -3.31970
N -3.57658 -0.19063 -2.42166
C -3.82392 -0.78912 -1.25437
S -2.83775 -2.04161 -0.62143
N -4.89583 -0.40294 -0.56185
C -5.77358 0.72070 -0.86206
C -6.97214 0.33354 -1.71909
H -1.92421 -1.88998 -4.87912
H -3.63225 -1.44125 -4.89207
H -3.01940 -2.56631 -3.66707
H -2.25804 0.39379 -3.89023
H -1.59600 -0.73867 -2.71102
H -4.26744 0.45133 -2.77613
H -5.04914 -0.91757 0.29006
H -5.18543 1.50911 -1.33823
H -6.10394 1.12831 0.09271
H -6.66250 -0.07498 -2.68209
H -7.59972 1.20529 -1.90174
H -7.57532 -0.42068 -1.21536
C -2.42966 1.07112 1.13784
H -2.03043 1.85538 1.78479
H -3.19308 0.51276 1.68320
H -2.85080 1.51893 0.23596

Entry 4:
This record from OMol25 describes a molecular structure, C37H43MoN6O2PS2. The level of theory is ωB97M-V/def2-TZVPD.

Results
**Total charge**: +2
**E_HOMO (spin up / spin down)**: -13.6 / -13.8 eV
**Kohn-Sham gap (spin up / spin down)**: 6.251 / 6.779 eV
**E_LUMO (spin up / spin down)**: -7.4 / -7.0 eV
**Multiplicity**: 3
**<S²>**: 2.0468
**Relative energy (zero: lowest compared OMol25 entry of this formula, charge and spin)**: 23.9 kJ/mol

Positions of all 92 atoms, in Å:
Mo -0.11896 -0.99207 0.45749
C -4.08985 -2.08311 -1.36407
C -2.67787 -1.75423 -1.02819
N -2.20567 -1.65678 0.17873
N -3.07774 -1.93511 1.18740
C -2.53371 -1.89575 2.37323
N -3.29660 -2.13864 3.43860
S -0.84837 -1.55999 2.66663
C -1.68464 -1.55675 -2.08436
C -1.96588 -1.68470 -3.43540
C -0.93468 -1.56166 -4.35435
C 0.35455 -1.34253 -3.89591
C 0.56481 -1.21473 -2.53664
N -0.43340 -1.28913 -1.64775
H -4.64028 -2.37080 -0.47593
H -4.13570 -2.88925 -2.09642
H -4.56774 -1.20464 -1.80673
H -4.26678 -2.37577 3.30710
H -2.91649 -2.12935 4.36917
H -2.97626 -1.87792 -3.76119
H -1.13525 -1.64976 -5.41322
H 1.19120 -1.26349 -4.57385
H 1.55460 -1.03133 -2.14168
O 3.39081 0.28888 2.49864
S 2.78799 0.43108 1.21271
O 1.90622 1.53532 0.98561
N 1.85756 -0.95213 0.88366
C 2.51486 -2.20462 1.10190
C 3.79037 -2.40154 1.57714
C 4.31901 -3.70473 1.69338
C 3.59176 -4.80381 1.34274
C 2.27219 -4.63946 0.86031
C 1.44144 -5.71414 0.48726
C 0.16980 -5.46764 0.04180
C -0.27931 -4.14546 -0.02263
N 0.47586 -3.11422 0.31389
C 1.74564 -3.33847 0.75067
C 4.02653 0.46405 -0.04479
C 4.98251 1.46097 0.11828
C 5.96460 1.61430 -0.84625
C 5.98842 0.78007 -1.95572
C 5.03268 -0.21403 -2.10459
C 4.04221 -0.37661 -1.14743
H 4.40984 -1.57540 1.88569
H 5.32434 -3.81627 2.07378
H 4.00264 -5.79973 1.43366
H 1.81723 -6.72611 0.56169
H -0.49506 -6.26764 -0.24631
H -1.28973 -3.93049 -0.34368
H 4.96189 2.10348 0.98834
H 6.71429 2.38319 -0.72790
H 6.76012 0.90088 -2.70299
H 5.06538 -0.87280 -2.96102
H 3.31966 -1.17414 -1.24978
C -1.27252 2.08261 -2.17427
C -0.22759 2.42477 -1.09419
C -0.01477 3.94367 -1.11794
C 1.11417 1.81091 -1.52241
P -0.93064 1.62501 0.52424
C -2.71176 2.03258 0.27816
C -3.73383 1.09718 0.20217
C -5.05350 1.48437 -0.00745
C -5.37807 2.82139 -0.14332
C -4.37401 3.77487 -0.03086
C -3.06552 3.38438 0.18488
C -0.62650 2.46350 2.25119
C -1.97787 2.60430 2.97609
C 0.27170 1.62750 3.19689
C -0.02626 3.86206 2.09191
H -0.84892 2.33775 -3.14654
H -2.19591 2.64441 -2.05586
H -1.53050 1.02263 -2.19108
H 0.38755 4.19226 -2.10332
H 0.71441 4.27028 -0.38235
H -0.92922 4.51777 -1.00673
H 1.20878 1.91000 -2.60552
H 1.20913 0.75289 -1.27307
H 1.95588 2.32013 -1.06331
H -3.53819 0.05061 0.35388
H -5.82810 0.73013 -0.04991
H -6.40209 3.12405 -0.31071
H -4.61222 4.82756 -0.09763
H -2.32101 4.15431 0.31407
H -2.50594 1.65111 3.05141
H -2.64495 3.33274 2.52703
H -1.75839 2.94136 3.98968
H -0.28609 1.34363 4.08887
H 1.13645 2.20863 3.50896
H 0.65280 0.70731 2.77113
H -0.66195 4.52846 1.51018
H 0.96494 3.82953 1.64656
H 0.06946 4.29807 3.08846